Entry 1:
Formula: C12H17As2N9Ni
Source: the OMol25 dataset
Level of theory: wB97M-V/def2-TZVPD

Structure (XYZ):
```
41
Properties=species:S:1:pos:R:3:forces:R:3:mulliken_charge:R:1
Ni -1.1125 -0.1072 -0.6594 0.044 0.064 0.157 -0.727
C 1.9156 -0.6701 -2.1766 0.194 0.032 -0.007 -1.156
As 0.9928 0.6582 -1.1155 0.183 -0.208 -0.088 1.123
C 1.4378 2.3202 -1.9884 -0.179 0.053 0.069 -1.188
C 2.0250 0.7021 0.5384 -0.117 -0.089 0.069 0.222
C 3.3323 1.1761 0.6122 -0.016 -0.028 0.019 -0.617
C 4.0205 1.1283 1.8144 -0.054 -0.045 0.093 -0.668
C 3.4126 0.5986 2.9501 0.057 0.044 -0.113 -0.680
C 2.1114 0.1278 2.8834 0.007 0.005 -0.009 -0.472
C 1.4119 0.1867 1.6820 -0.022 0.046 -0.219 0.140
As -0.4359 -0.3956 1.5144 -0.105 0.128 -0.046 0.992
C -1.3172 0.6652 2.8673 -0.021 -0.080 0.061 -1.246
C -0.4257 -2.2103 2.1880 -0.067 0.012 0.059 -1.214
H 2.9733 -0.4193 -2.2536 0.004 -0.026 0.017 0.423
H 1.4541 -0.6838 -3.1619 0.005 0.030 0.069 0.355
H 1.8011 -1.6435 -1.7036 0.020 -0.001 0.021 0.375
H 2.5158 2.3900 -2.1198 0.008 -0.039 -0.040 0.416
H 1.0911 3.1599 -1.3886 -0.016 -0.027 -0.010 0.359
H 0.9279 2.3085 -2.9488 0.059 0.035 -0.014 0.395
H 3.8236 1.5817 -0.2639 -0.009 -0.001 -0.023 0.298
H 5.0352 1.5003 1.8679 0.003 -0.004 0.009 0.388
H 3.9547 0.5563 3.8854 0.010 0.006 -0.001 0.394
H 1.6439 -0.2835 3.7711 -0.006 0.011 -0.001 0.392
H -1.2570 1.7166 2.5948 -0.004 -0.002 -0.020 0.347
H -0.8286 0.5091 3.8285 -0.006 0.005 0.000 0.429
H -2.3557 0.3431 2.9110 0.036 0.023 -0.013 0.397
H -0.9375 -2.2374 3.1478 0.020 -0.009 0.004 0.372
H 0.5994 -2.5594 2.2932 -0.006 -0.006 -0.013 0.421
H -0.9785 -2.8284 1.4868 0.020 -0.038 0.009 0.384
N -3.8707 -0.7085 -2.3874 0.136 0.015 -0.005 -0.101
C -3.8511 -1.0193 -1.0521 0.052 -0.044 0.017 0.646
N -4.8506 -1.5604 -0.3813 -0.010 0.161 0.003 -0.490
N -4.3957 -1.6539 0.8834 -0.069 -0.150 0.002 -0.748
N -3.1958 -1.2210 0.9737 0.065 0.054 -0.024 -0.318
N -2.8003 -0.7977 -0.2573 0.011 0.015 -0.044 0.542
C -2.7502 -0.2821 -3.0565 -0.054 -0.067 0.012 0.621
N -2.6725 -0.0991 -4.3611 0.033 -0.042 0.034 -0.480
N -1.4051 0.3079 -4.5683 -0.091 0.108 -0.090 -0.766
N -0.7593 0.3797 -3.4666 -0.079 -0.039 0.049 -0.283
N -1.5902 -0.0030 -2.4585 -0.034 0.124 -0.005 0.508
H -4.6900 -0.9330 -2.9247 -0.003 -0.030 0.012 0.218
```
Positions in Å, forces in eV/Å.

For the LUMO energy, the calculation gives -0.2 eV. Its frontier orbital gap is 8.1 eV. The total charge is 0. The energy above the lowest of the compared OMol25 structures with the same formula, charge and spin is 1.4 kcal per mole.


Entry 2:
Formula: C12H17BrN
Source: the OMol25 dataset
Level of theory: wB97M-V/def2-TZVPD

Structure (XYZ):
```
31
Properties=species:S:1:pos:R:3:forces:R:3:mulliken_charge:R:1
C -2.0695 1.0339 -1.5698 0.470 0.043 -0.143 -0.966
C -0.5747 1.3748 -1.9120 0.271 -1.740 2.158 -0.921
C 0.5909 0.7854 -0.9343 -1.655 2.764 -0.175 0.014
Br 2.2742 0.7804 -1.9370 0.176 0.317 0.131 0.072
C 0.7558 1.9826 0.2358 -1.115 -3.745 -1.005 -0.861
N 1.7406 1.3570 1.1274 1.379 -0.744 0.760 -0.027
C 1.0077 0.6157 2.2959 0.569 2.818 0.064 -0.856
C -0.3068 0.0037 1.8967 -0.379 -0.309 1.748 -1.070
C -0.2631 -0.8966 0.7583 -0.250 -2.546 0.627 1.338
C -0.6838 -2.2334 0.9891 0.548 -0.041 -0.244 -0.934
C -0.5424 -3.2819 0.0661 -0.692 1.831 1.699 -0.592
C -0.0668 -2.9635 -1.1731 0.481 1.720 1.190 -1.220
C 0.3563 -1.6614 -1.3362 0.792 0.759 -2.260 -0.407
C 0.3027 -0.6132 -0.4388 -0.323 0.318 -0.798 0.613
H -2.3966 -0.0538 -1.3939 0.961 1.593 -0.244 0.217
H -2.5534 1.3917 -2.5082 -0.286 -0.203 1.010 0.398
H -2.3332 1.6787 -0.7093 -0.468 -0.527 -0.457 0.286
H -0.4352 2.4400 -1.8156 -0.140 0.414 -0.577 0.376
H -0.4157 1.0235 -2.8978 0.583 -0.129 -0.983 0.533
H 1.0661 2.9408 -0.1123 0.256 0.399 -0.563 0.497
H -0.1913 2.0169 0.8125 0.588 0.434 -0.656 0.291
H 2.4619 2.0193 1.4350 -0.601 0.103 0.642 0.387
H 2.3678 0.7200 0.5883 -0.830 -0.008 0.006 0.379
H 0.9734 1.4632 3.0384 -0.541 -1.178 -0.408 0.334
H 1.6367 -0.1476 2.6896 0.806 -0.460 0.024 0.479
H -1.2063 0.5913 1.8618 -0.078 0.979 0.153 0.351
H -0.4680 -0.6828 2.7315 -0.278 0.342 0.315 0.539
H -1.0574 -2.4922 1.9730 -0.043 0.099 0.016 0.372
H -0.8310 -4.2202 0.4563 -0.224 -1.132 -0.317 0.458
H 0.0647 -3.6368 -1.9388 0.204 -1.491 -1.558 0.535
H 0.7964 -1.3354 -2.2787 -0.180 -0.680 -0.155 0.386
```
Positions in Å, forces in eV/Å.

As for the structure (SMILES): CC[C@@]1(Br)C[NH2+]CCc2ccccc21. For the LUMO energy, the calculation gives -3.0 eV. Its frontier orbital gap is 9.5 eV. The total charge is +1. The energy above the lowest of the compared OMol25 structures with the same formula, charge and spin is 0.0 kcal per mole.


Entry 3:
Formula: C12H17Cl3NO3
Source: the OMol25 dataset
Level of theory: wB97M-V/def2-TZVPD

Structure (XYZ):
```
36
Properties=species:S:1:pos:R:3:forces:R:3:mulliken_charge:R:1
C -2.5248 2.4895 0.5638 0.962 -0.252 -1.211 -1.016
C -2.3928 1.6930 -0.8601 0.073 0.691 0.941 0.253
C -0.8546 1.8769 -1.3282 -1.211 -0.379 -0.251 -0.510
C -0.4627 1.0227 -2.6308 1.496 -0.480 1.061 -0.618
C -0.2858 -0.5368 -2.1841 -1.391 1.157 -2.088 -0.005
O 1.0485 -0.6265 -1.5911 -0.271 -1.339 3.729 -0.284
C 1.0555 -1.3830 -0.4005 -1.781 -2.183 -0.013 0.366
O 0.3080 -2.3714 -0.1707 2.964 4.234 -0.598 -0.496
C 2.1681 -0.9296 0.6861 2.109 0.952 1.248 0.484
C 3.6372 -0.8606 0.1526 -0.517 1.248 4.461 -0.426
C 4.7217 -0.4089 1.1622 -3.844 -1.182 -1.811 -0.267
N 4.3748 -0.1077 2.5370 -2.343 -0.566 -1.384 -0.022
C 3.0330 -0.1570 3.0748 -1.622 -0.931 -1.378 0.394
O 2.8354 0.1613 4.4524 0.585 -1.171 -3.773 -0.450
C 1.8263 -0.5824 2.1603 4.007 -0.089 -2.062 -0.360
H -1.8264 3.4048 0.4628 -1.404 -1.185 0.391 0.295
H -2.0482 1.8104 1.3506 -0.959 1.014 -0.775 0.240
H -3.5976 2.7971 0.7982 1.614 -0.506 -0.136 0.327
H -2.6815 0.6078 -0.6474 0.512 1.452 -0.613 -0.273
H -3.1462 2.1333 -1.6097 1.312 -0.709 0.964 0.304
H -0.7101 2.9925 -1.5390 0.007 -1.577 0.403 0.358
H -0.2159 1.5550 -0.4141 -0.720 0.611 -1.606 0.084
H 0.6033 1.3580 -2.9418 -1.815 -0.486 0.203 0.274
H -1.1666 1.1507 -3.5195 0.815 -0.246 1.403 0.360
H -1.1518 -0.7723 -1.4701 1.800 -0.070 -0.936 -0.199
H -0.2748 -1.2268 -3.1117 -0.243 1.009 1.678 0.415
H 3.8519 -1.1432 -0.9349 -0.144 0.615 1.926 0.403
H 5.7912 -0.3288 0.7673 -1.613 0.025 1.284 0.361
H 5.1487 0.1572 3.1648 -0.678 -0.130 -0.267 0.315
H 1.9617 -0.2165 4.7196 0.781 0.420 -0.291 0.373
H 0.7612 -0.6659 2.5512 1.733 0.225 -0.504 0.293
C -3.8721 -2.6332 -0.5928 -0.151 -0.184 0.026 0.138
Cl -3.2459 -2.1143 -2.1662 -0.189 -0.119 0.074 -0.103
Cl -4.3787 -1.2369 0.3697 0.053 -0.131 0.004 -0.130
Cl -5.2163 -3.7628 -0.8015 0.218 0.138 0.039 -0.119
H -3.0736 -3.1455 -0.0589 -0.144 0.123 -0.136 0.242
```
Positions in Å, forces in eV/Å.

For the LUMO energy, the calculation gives -5.2 eV. Its frontier orbital gap is 7.7 eV. The total charge is +1. The energy above the lowest of the compared OMol25 structures with the same formula, charge and spin is 127.4 kcal per mole.


Entry 4:
Formula: C12H17ClI2N2OPSeSn
Source: the OMol25 dataset
Level of theory: wB97M-V/def2-TZVPD

Structure (XYZ):
```
38
Properties=species:S:1:pos:R:3:forces:R:3:mulliken_charge:R:1
I 0.8399 2.5079 2.2717 0.363 -0.531 -0.171 0.122
I 1.8934 1.0276 -0.9092 -0.107 -0.402 -0.579 0.113
Sn -1.6872 1.8370 -0.6764 -0.410 0.104 0.290 0.873
P -0.1936 4.2206 -0.7116 -2.007 1.323 -1.376 0.517
C 1.3669 4.9501 -0.2830 1.235 -0.802 0.803 -1.057
C -0.3517 4.5131 -2.5109 0.171 -0.606 0.031 -1.124
H -2.4544 4.9733 -0.1589 0.172 0.180 -0.082 0.390
H -1.3351 6.3254 -0.5301 0.050 -0.253 0.123 0.426
H -1.2705 5.4847 1.0585 -0.022 0.056 -0.200 0.355
C -1.4354 5.3567 -0.0183 -0.256 -0.442 0.534 -1.102
H -1.2258 3.9879 -2.9198 0.113 0.316 0.017 0.401
H -0.4587 5.5990 -2.6595 0.092 -0.337 -0.030 0.406
H 1.3663 6.0026 -0.5749 -0.393 0.042 -0.235 0.413
H 2.1919 4.4517 -0.7873 0.070 -0.007 -0.144 0.391
H 0.5463 4.1352 -3.0187 -0.224 0.202 0.018 0.373
H 1.5576 4.8867 0.7878 -0.072 0.167 -0.063 0.360
C 2.4542 1.7094 0.9906 3.372 1.575 1.688 0.388
O 3.6058 1.8620 1.3050 -3.668 -0.801 -0.894 -0.293
Cl -3.9970 2.2077 -1.2769 2.005 -0.140 0.447 -0.181
C -2.2304 -3.2341 -0.6702 -0.736 -0.165 -0.280 -0.767
N -0.9883 -3.1125 0.0814 0.185 0.657 -0.574 0.273
C -0.5728 -1.9615 0.6961 1.163 -1.368 -0.517 -0.271
Se -1.5977 -0.3953 0.9665 0.072 -0.663 0.106 0.116
N 0.6642 -2.2718 1.2137 -0.112 0.108 -0.139 0.152
C 0.9904 -3.6129 0.9828 -0.311 0.821 0.899 0.572
C 1.8845 -4.4382 1.6747 0.154 -0.976 -0.487 -0.754
C 1.7338 -5.8339 1.4688 0.487 2.169 0.380 -0.517
C 0.7218 -6.3510 0.6333 -0.896 0.806 -0.756 -0.687
C -0.1885 -5.5096 -0.0155 0.251 -0.565 -0.086 -0.767
C -0.0342 -4.1326 0.1805 -1.182 0.747 1.020 1.138
H -3.0852 -2.8574 -0.0931 0.345 -0.223 0.037 0.372
H -2.3839 -4.3040 -0.8724 -0.080 0.600 -0.097 0.237
H -2.1919 -2.6462 -1.6004 0.185 -0.444 0.223 0.321
H 1.2432 -1.6263 1.7424 -0.270 -0.183 0.011 0.230
H 2.6194 -3.9684 2.3356 -0.153 -0.582 -0.173 0.398
H 2.4003 -6.5043 1.9914 -0.017 -0.073 0.010 0.437
H 0.6282 -7.4224 0.5330 -0.043 -0.035 -0.067 0.428
H -1.0257 -5.8563 -0.6271 0.476 -0.273 0.315 0.319
```
Positions in Å, forces in eV/Å.

For the LUMO energy (spin up / spin down), the calculation gives -13.5 / -13.5 eV. Its frontier orbital gap (spin up / spin down) is 4.2 / 4.2 eV. The total charge is +3. The energy above the lowest of the compared OMol25 structures with the same formula, charge and spin is 9.6 kcal per mole.